--- a ---
Molecular formula: C2H4ClOP
Method: DFT, ωB97M-V/def2-TZVPD

## Properties
Spin multiplicity   1
Kohn-Sham gap   9.06 eV

Element x y z (Å)
C -0.34244 0.40543 -0.66502
C 0.77650 -0.58229 -0.28221
O -1.41281 0.08757 0.21845
P -0.69655 -0.76257 1.42778
Cl -0.33458 0.91578 2.59403
H 0.01143 1.34254 -0.57188
H -0.48093 0.27448 -1.74492
H 0.68733 -1.53523 -0.75282
H 1.79204 -0.14572 -0.22341

So, what does the Mulliken scheme give us? The charges, in e, come out as: -0.211 -0.774 -0.291 0.317 -0.232 0.308 0.293 0.317 0.274


--- b ---
Molecular formula: C2H4ClOP
Method: DFT, ωB97M-V/def2-TZVPD

## Properties
Spin multiplicity   1
Kohn-Sham gap   9.23 eV

Element x y z (Å)
C -0.02611 0.95393 0.14909
C 0.04248 0.45883 -0.99610
O -3.35995 0.04692 -1.30404
P -3.44879 -0.21847 0.13260
Cl -1.46421 0.70110 1.16249
H 0.63054 1.62437 0.58093
H -0.76419 -0.11824 -1.38096
H 0.97727 0.56046 -1.44856
H -2.86631 -1.44342 0.17657

So, what does the Mulliken scheme give us? The charges, in e, come out as: 0.058 -0.563 -0.492 0.253 -0.127 0.377 0.228 0.249 0.018


a is favored, and the nearest alternative lies 0.0513 hartree above it.


--- a ---
Molecular formula: C2H3N2O
Method: DFT, ωB97M-V/def2-TZVPD

## Properties
Spin multiplicity   1
SMILES   CC(=O)[N+]#N
Net charge   +1
Kohn-Sham gap (alpha / beta)   7.30 / 7.34 eV

Element x y z (Å)
C -0.55065 -0.45210 0.79385
C 0.33044 0.14903 -0.18014
O 1.67581 1.15913 0.22591
N 0.33712 0.34342 -1.46078
N 0.44508 0.50540 -2.54442
H -0.99344 0.53257 1.40323
H -0.09304 -1.12130 1.56607
H -1.15132 -1.11615 0.19629

So, what does the Mulliken scheme give us? The charges, in e, come out as: -0.742 0.511 -0.235 0.620 -0.154 0.325 0.349 0.325


--- b ---
Molecular formula: C2H3N2O
Method: DFT, ωB97M-V/def2-TZVPD

## Properties
Spin multiplicity   1
SMILES   c1c[nH+]on1
Net charge   +1
Kohn-Sham gap   9.61 eV

Element x y z (Å)
C -0.54425 0.10350 0.99908
C 0.70773 -0.27249 0.30836
N 0.27765 -0.18055 -1.01111
O -1.10275 -0.48671 -0.92677
N -1.50446 -0.27290 0.30722
H -0.31966 0.87057 1.90279
H 1.51174 0.47141 0.18292
H 0.97401 -0.23283 -1.76248

So, what does the Mulliken scheme give us? The charges, in e, come out as: 0.153 -0.084 0.023 0.021 -0.118 0.331 0.347 0.327


b is favored, and the nearest alternative lies 0.0532 hartree above it.